The following is a DFT calculation (wB97M-V/def2-TZVPD) of a cluster of 15 separate species, C32H102N8O15 in total.

Output
* HOMO: -8.18 eV
* E_LUMO: -0.322 eV
* ΔE to the lowest compared entry with this formula, charge and spin: 125.8 kJ/mol

Positions of all 157 atoms, in Å:
C (-0.8821, -5.9269, 1.7792)
C (-0.0814, -7.1931, 1.8702)
C (1.2364, -7.1560, 1.0763)
O (0.8888, -7.0434, -0.3724)
C (2.1441, -6.7376, -1.0261)
N (0.0786, -7.6046, 3.2354)
H (-1.2561, -5.6686, 0.7885)
H (-0.3172, -5.0614, 2.1256)
H (-1.7621, -5.9789, 2.4203)
H (-0.6383, -7.9917, 1.3800)
H (1.6852, -8.1346, 1.2466)
H (1.9646, -6.4323, 1.4424)
H (2.1194, -6.9384, -2.0971)
H (3.0070, -7.3401, -0.7424)
H (2.4438, -5.6911, -1.0818)
H (0.4288, -8.5494, 3.3041)
H (-0.8618, -7.6007, 3.6037)
C (-0.0349, -2.3197, 2.7287)
C (-0.2358, -0.7749, 2.6009)
C (-0.7321, -0.1513, 3.8375)
O (-2.0511, -0.6251, 4.2139)
C (-2.9764, 0.3285, 4.6140)
N (0.9789, -0.1921, 2.0656)
H (0.7105, -2.6205, 3.4648)
H (0.1596, -2.7387, 1.7414)
H (-0.9499, -2.8094, 3.0621)
H (-0.9495, -0.5282, 1.8149)
H (-0.7215, 0.9387, 3.8426)
H (-0.0863, -0.3273, 4.6978)
H (-2.7270, 0.7703, 5.5787)
H (-3.9959, -0.0478, 4.6985)
H (-3.0076, 1.1549, 3.9040)
H (1.8537, -0.4407, 2.5048)
H (1.1572, -0.6255, 1.1708)
C (-2.4595, -2.0129, -0.3483)
C (-3.6915, -2.3693, 0.4567)
C (-3.8849, -3.8143, 0.9379)
O (-4.1185, -4.7419, -0.1865)
C (-4.7305, -5.9763, 0.0880)
N (-3.7253, -1.5030, 1.6024)
H (-2.5380, -2.7081, -1.1842)
H (-1.5588, -2.1166, 0.2568)
H (-2.4848, -1.0118, -0.7787)
H (-4.5411, -2.1555, -0.1918)
H (-4.7626, -3.8003, 1.5841)
H (-2.9858, -4.0714, 1.4980)
H (-4.9721, -6.4240, -0.8760)
H (-5.7174, -5.7976, 0.5150)
H (-4.1495, -6.6989, 0.6610)
H (-2.9593, -1.5450, 2.2594)
H (-3.6764, -0.5264, 1.3497)
C (6.5293, -1.4667, 2.7160)
C (5.3431, -0.8762, 3.5137)
C (4.2658, -0.3209, 2.5843)
O (3.1606, 0.1856, 3.3954)
C (3.3762, 1.4031, 3.9911)
N (4.7557, -1.9734, 4.2405)
H (7.0575, -0.6607, 2.2065)
H (6.2052, -2.0691, 1.8674)
H (7.1865, -2.0124, 3.3930)
H (5.8366, -0.1187, 4.1225)
H (3.8302, -1.0000, 1.8513)
H (4.7611, 0.4033, 1.9375)
H (4.3002, 1.4124, 4.5692)
H (2.4943, 1.6640, 4.5762)
H (3.4917, 2.0948, 3.1566)
H (3.8685, -1.7891, 4.6866)
H (5.3843, -2.3392, 4.9413)
C (-2.9364, -0.1487, -4.0815)
C (-4.3099, 0.4371, -4.5428)
C (-4.3792, 1.9895, -4.5095)
O (-3.9525, 2.4847, -3.2787)
C (-4.5063, 1.9567, -2.0152)
N (-4.4792, -0.0022, -5.9064)
H (-2.6169, 0.1047, -3.0706)
H (-2.1739, 0.2317, -4.7612)
H (-2.9540, -1.2335, -4.1861)
H (-5.0834, 0.0879, -3.8588)
H (-5.4278, 2.2399, -4.6704)
H (-3.8863, 2.5057, -5.3333)
H (-4.0766, 2.5583, -1.2143)
H (-4.2975, 0.9152, -1.7704)
H (-5.5937, 2.0207, -2.0541)
H (-3.6096, 0.2791, -6.3363)
H (-5.0577, 0.7007, -6.3439)
C (-7.1064, 0.7884, 0.8607)
C (-6.3463, 1.2599, 2.1061)
C (-5.1396, 2.1570, 1.6854)
O (-4.0388, 1.4889, 1.1259)
C (-2.8781, 2.3645, 1.1825)
N (-7.1622, 2.0869, 2.9791)
H (-8.1803, 0.7375, 1.0400)
H (-6.8386, -0.2198, 0.5446)
H (-7.0101, 1.3376, -0.0759)
H (-5.9749, 0.4192, 2.6922)
H (-4.8167, 2.5713, 2.6405)
H (-5.5382, 2.9274, 1.0253)
H (-2.5402, 2.4708, 2.2133)
H (-3.0196, 3.2827, 0.6125)
H (-2.0240, 1.8920, 0.6973)
H (-6.7269, 1.9996, 3.8862)
H (-7.2984, 3.0736, 2.8118)
C (2.6306, 4.8477, -4.0413)
C (2.8730, 6.3219, -4.0781)
C (1.7583, 7.1370, -4.7568)
O (2.1857, 8.4908, -4.9618)
C (1.1437, 9.1692, -5.6296)
N (3.0397, 6.8818, -2.7504)
H (1.6790, 4.6597, -3.5439)
H (3.4946, 4.3543, -3.5962)
H (2.5394, 4.5342, -5.0812)
H (3.7924, 6.5035, -4.6348)
H (0.9250, 7.1047, -4.0550)
H (1.3897, 6.6648, -5.6675)
H (0.2335, 9.3163, -5.0483)
H (0.8270, 8.8200, -6.6123)
H (1.3787, 10.2165, -5.8189)
H (2.3094, 6.6109, -2.1074)
H (2.7421, 7.8328, -2.9150)
C (0.0322, 0.7157, -1.5275)
C (1.4553, 1.1654, -1.0663)
C (2.5780, 0.0916, -1.1784)
O (2.0953, -1.1084, -0.5275)
C (3.0192, -2.1823, -0.5651)
N (1.7957, 2.3575, -1.8102)
H (-0.0054, -0.3150, -1.1748)
H (-0.1854, 0.7913, -2.5929)
H (-0.7641, 1.2955, -1.0608)
H (1.3471, 1.5438, -0.0498)
H (3.5067, 0.3818, -0.6870)
H (2.7394, -0.1963, -2.2172)
H (2.5282, -3.1097, -0.2703)
H (3.9896, -2.0837, -0.0786)
H (3.2656, -2.3351, -1.6159)
H (2.7426, 2.6328, -1.5915)
H (1.8929, 2.0740, -2.7747)
O (4.4307, 3.2233, -0.8040)
H (4.9393, 3.9864, -1.0785)
H (5.0225, 2.4819, -0.9320)
O (5.8503, -1.8617, -1.9667)
H (6.7527, -2.1618, -1.8583)
H (5.3155, -2.6232, -1.7426)
O (6.4017, 1.0116, -1.1966)
H (7.2742, 1.2457, -1.5130)
H (6.2640, 0.1182, -1.5113)
O (0.6053, 2.5708, 2.1267)
H (0.6351, 1.6219, 2.0043)
H (1.3483, 2.9014, 1.6219)
O (2.5673, 4.0220, 1.0458)
H (3.0542, 3.5407, 0.3768)
H (3.1806, 4.6882, 1.3562)
O (5.4328, -4.3452, 0.0980)
H (5.1723, -4.4563, 1.0123)
H (5.6380, -3.4137, 0.0184)
O (-0.4550, 3.9183, -0.7788)
H (-0.1037, 3.9398, 0.1114)
H (0.1993, 3.4350, -1.2833)


The following is a DFT calculation (wB97M-V/def2-TZVPD) of a cluster of 20 separate species, C32H16Cl76F3NO5S in total.

Output
* HOMO: -9.22 eV
* E_LUMO: -0.117 eV

Positions of all 134 atoms, in Å:
O (-2.0119, -3.1180, 3.1219)
C (-1.7371, -3.7847, 2.2055)
C (-2.7768, -3.8812, 1.0854)
C (-2.2462, -4.4439, -0.2372)
O (-2.0554, -3.3304, -1.1364)
S (-0.4528, -3.0679, -1.3396)
O (0.1428, -4.2132, -1.9363)
O (-0.5145, -1.9160, -2.5146)
C (0.3551, -0.8421, -2.0446)
C (1.6549, -0.8227, -2.8426)
O (2.7364, -1.3306, -2.0927)
C (3.0067, -2.6784, -2.3690)
C (4.5213, -2.7973, -2.4656)
F (4.9282, -2.0537, -3.4925)
F (4.9312, -4.0253, -2.6330)
F (5.1134, -2.2721, -1.4074)
N (-0.5183, -4.5196, 2.1395)
C (0.6299, -3.7033, 1.9385)
C (1.6905, -4.2655, 1.3202)
C (2.7922, -3.5744, 1.0541)
C (2.8905, -2.2780, 1.3881)
C (1.8635, -1.7258, 2.0297)
C (0.7516, -2.4205, 2.3030)
H (-3.5267, -4.5848, 1.4641)
H (-3.2853, -2.9297, 0.9630)
H (-1.3749, -5.0862, -0.1273)
H (-3.0370, -5.0559, -0.6704)
H (-0.1975, 0.0961, -2.1594)
H (0.5384, -0.9773, -0.9755)
H (1.4767, -1.3360, -3.7878)
H (1.8786, 0.2227, -3.0727)
H (2.6344, -3.0135, -3.3545)
H (2.5975, -3.3763, -1.6356)
H (-0.4216, -5.1745, 2.9051)
H (1.6321, -5.3018, 1.0133)
H (3.5944, -4.0805, 0.5377)
H (3.7803, -1.7251, 1.1394)
H (1.9534, -0.6913, 2.3184)
H (-0.0535, -1.9065, 2.8046)
C (-4.4620, -0.5121, 3.6457)
Cl (-2.9170, 0.3097, 3.8810)
Cl (-4.4894, -1.2003, 2.0208)
Cl (-4.6565, -1.8239, 4.8266)
Cl (-5.7821, 0.6475, 3.8281)
C (-2.7474, 0.4179, 8.5186)
Cl (-1.9872, -0.8056, 9.5407)
Cl (-3.3264, -0.3456, 7.0396)
Cl (-4.1032, 1.1562, 9.3792)
Cl (-1.5590, 1.6658, 8.1128)
C (3.8818, -5.9180, -5.4532)
Cl (4.6584, -7.0672, -4.3630)
Cl (3.3174, -6.7718, -6.8943)
Cl (2.5063, -5.1646, -4.6327)
Cl (5.0387, -4.6639, -5.9192)
C (2.4071, 0.3382, -7.0030)
Cl (3.2110, -0.7792, -5.8943)
Cl (1.8538, -0.5342, -8.4377)
Cl (1.0169, 1.0705, -6.1899)
Cl (3.5473, 1.5920, -7.4957)
C (2.8550, 4.8811, 5.2812)
Cl (2.8700, 4.7094, 3.5196)
Cl (1.4462, 5.8320, 5.7646)
Cl (2.7736, 3.2859, 6.0345)
Cl (4.3285, 5.7038, 5.8027)
C (-5.9460, 4.3474, 11.3491)
Cl (-5.9978, 5.9099, 10.5265)
Cl (-4.2675, 3.9167, 11.6891)
Cl (-6.8471, 4.4494, 12.8678)
Cl (-6.6805, 3.1137, 10.3168)
C (2.9903, -8.7453, 0.1796)
Cl (2.6793, -7.0251, 0.4586)
Cl (4.5638, -9.1811, 0.8540)
Cl (1.7276, -9.7028, 0.9622)
Cl (2.9819, -9.0584, -1.5549)
C (4.2731, 5.5736, -6.1849)
Cl (4.8665, 4.7219, -7.6243)
Cl (3.2379, 6.9090, -6.7043)
Cl (3.3465, 4.4806, -5.1520)
Cl (5.6548, 6.2130, -5.2863)
C (-1.0653, 3.6992, -1.5732)
Cl (-2.1363, 4.0789, -2.9255)
Cl (-0.0807, 2.2762, -1.9647)
Cl (0.0118, 5.0787, -1.2683)
Cl (-2.0208, 3.3496, -0.1288)
C (3.1566, -3.4327, -10.9485)
Cl (1.5054, -2.9690, -11.4070)
Cl (4.2644, -2.1015, -11.2989)
Cl (3.1983, -3.7914, -9.2218)
Cl (3.6465, -4.8658, -11.8585)
C (-2.1780, 4.9078, -7.2762)
Cl (-3.1796, 4.5261, -8.6796)
Cl (-1.4886, 6.5238, -7.4656)
Cl (-3.1670, 4.8546, -5.8108)
Cl (-0.8774, 3.7250, -7.1338)
C (-3.9332, 7.3714, -0.0069)
Cl (-5.0925, 7.7283, -1.2941)
Cl (-4.6600, 6.2609, 1.1642)
Cl (-2.4961, 6.6203, -0.7076)
Cl (-3.4785, 8.8721, 0.8111)
C (-1.7994, -4.4430, 7.5401)
Cl (-1.7737, -4.1015, 5.8038)
Cl (-3.2971, -3.8030, 8.2454)
Cl (-1.7244, -6.1890, 7.7858)
Cl (-0.4042, -3.6789, 8.3239)
C (-1.8056, -5.9946, 11.8788)
Cl (-1.8527, -4.4449, 11.0197)
Cl (-0.1242, -6.4317, 12.2055)
Cl (-2.6828, -5.8428, 13.4071)
Cl (-2.5606, -7.2575, 10.9043)
C (9.1355, 6.5250, -3.1134)
Cl (9.6653, 5.5973, -4.5206)
Cl (8.1356, 7.8820, -3.6469)
Cl (8.1879, 5.4855, -2.0442)
Cl (10.5459, 7.1391, -2.2443)
C (4.3274, 7.7047, -0.7836)
Cl (5.9513, 8.3992, -0.7252)
Cl (4.1724, 6.7057, -2.2360)
Cl (4.0498, 6.7406, 0.6698)
Cl (3.1335, 9.0093, -0.8442)
C (3.3333, -2.8037, -15.8931)
Cl (3.2268, -1.2791, -16.7819)
Cl (5.0304, -3.1851, -15.5775)
Cl (2.4726, -2.6552, -14.3581)
Cl (2.6073, -4.0978, -16.8539)
C (-10.4673, 0.8286, 10.7830)
Cl (-9.3037, 1.6983, 11.7861)
Cl (-9.9696, 0.9289, 9.0887)
Cl (-10.5260, -0.8663, 11.2801)
Cl (-12.0680, 1.5536, 10.9706)
C (-8.7752, 7.4761, 1.2441)
Cl (-7.2001, 8.2534, 1.4118)
Cl (-8.9279, 6.8043, -0.3841)
Cl (-8.9186, 6.1754, 2.4331)
Cl (-10.0556, 8.6646, 1.5138)


The following is a DFT calculation (wB97M-V/def2-TZVPD) of a structure of composition C32H18BrF3IrN2O9Sb.

Output
* HOMO: -9.34 eV
* E_LUMO: -2.129 eV
* ΔE to the lowest compared entry with this formula, charge and spin: 342.4 kJ/mol

Positions of all 67 atoms, in Å:
Ir (-1.2698, -1.8509, -0.4992)
O (-1.9384, -1.6707, 3.4288)
C (-1.6659, -1.2935, 2.3145)
O (-0.9945, -2.0600, 1.4830)
C (-2.0403, 0.1093, 1.8764)
C (-2.7413, 0.8464, 2.8172)
C (-3.1100, 2.1424, 2.5290)
C (-2.8252, 2.7294, 1.3152)
C (-2.1622, 1.9846, 0.3629)
C (-1.7105, 0.6889, 0.6323)
O (-0.9382, 0.0861, -0.2764)
N (-1.7244, 2.7332, -0.8529)
O (-0.6055, 3.2385, -0.7114)
O (-2.9037, 3.7733, -1.1049)
N (-3.8552, 2.9202, 3.5312)
O (-4.0963, 4.0814, 3.2727)
O (-4.1868, 2.3486, 4.5478)
H (-2.9682, 0.3962, 3.7722)
H (-3.1147, 3.7480, 1.1142)
F (4.1435, 2.1422, -4.1542)
C (3.4772, 1.3536, -3.2992)
C (2.2917, 0.7801, -3.7106)
C (1.6115, -0.0354, -2.8198)
C (2.1185, -0.2653, -1.5465)
C (3.3264, 0.3173, -1.1647)
C (4.0122, 1.1394, -2.0418)
Sb (1.1984, -1.5888, -0.2127)
C (2.5861, -3.1691, -0.1869)
C (3.5638, -3.2289, -1.1756)
C (4.5677, -4.1828, -1.1116)
C (4.5628, -5.0732, -0.0559)
F (5.5381, -5.9896, 0.0189)
C (3.5854, -5.0628, 0.9220)
C (2.5875, -4.1062, 0.8445)
C (1.5269, -0.5887, 1.6193)
C (1.6320, 0.8006, 1.5925)
C (1.7565, 1.5245, 2.7699)
C (1.7572, 0.8359, 3.9654)
F (1.8688, 1.5271, 5.1104)
C (1.6324, -0.5393, 4.0297)
C (1.5105, -1.2476, 2.8471)
H (1.9113, 0.9809, -4.7017)
H (0.6806, -0.4909, -3.1343)
H (3.7443, 0.1313, -0.1828)
H (4.9466, 1.6091, -1.7681)
H (3.5609, -2.5257, -1.9993)
H (5.3450, -4.2406, -1.8605)
H (3.6152, -5.7909, 1.7203)
H (1.8085, -4.1080, 1.5963)
H (1.5950, 1.3436, 0.6561)
H (1.8376, 2.6026, 2.7658)
H (1.6017, -1.0326, 4.9908)
H (1.3628, -2.3164, 2.9050)
Br (-0.9065, 2.8902, -3.5664)
C (-2.1509, 2.1725, -2.3090)
C (-3.4118, 3.0092, -2.1975)
C (-4.6387, 2.2079, -1.8618)
C (-4.6388, 0.8761, -1.8603)
C (-3.4321, 0.1159, -2.2063)
C (-2.2674, 0.7147, -2.4514)
C (-3.5314, -1.3724, -2.3736)
O (-4.5426, -1.9146, -2.7287)
O (-2.4118, -2.0548, -2.0913)
H (-3.5976, 3.6607, -3.0529)
H (-5.5407, 2.7682, -1.6495)
H (-5.5349, 0.3103, -1.6434)
H (-1.4083, 0.1595, -2.7883)


The following is a DFT calculation (wB97M-V/def2-TZVPD) of a structure of composition C32H19F5O3PS2W.

Output
* HOMO (spin up / spin down): -10.81 / -11.20 eV
* 2S+1: 3
* charge: +1
* E_LUMO (spin up / spin down): -3.370 / -6.593 eV
* ΔE to the lowest compared entry with this formula, charge and spin: 40.6 kJ/mol

Positions of all 63 atoms, in Å:
W (-1.5119, -0.1286, 0.0441)
F (5.6532, 2.1564, -0.1191)
C (4.3689, 2.0185, -0.3503)
C (3.7563, 0.7843, -0.1110)
F (4.4791, -0.2339, 0.3258)
C (2.4125, 0.6500, -0.3289)
F (1.8560, -0.5297, -0.1161)
C (1.6199, 1.7321, -0.7863)
S (-0.0499, 1.7280, -0.9831)
C (2.2919, 2.9567, -1.0524)
F (1.6035, 3.9951, -1.4831)
C (3.6336, 3.1037, -0.8310)
F (4.2379, 4.2594, -1.0452)
O (-2.4104, 1.4691, 1.2256)
S (-3.3024, 0.5229, 2.0618)
O (-2.7591, -0.8514, 1.5308)
O (-2.6406, 0.0334, -1.1841)
C (-2.5862, 0.7011, 3.6685)
C (-3.4409, 1.1475, 4.6618)
C (-2.9220, 1.4939, 5.9021)
C (-1.5560, 1.4135, 6.1146)
C (-0.7069, 0.9641, 5.1056)
C (-1.2072, 0.5868, 3.8667)
P (-0.0845, -0.0968, 2.5884)
C (0.3781, -1.7243, 3.2606)
C (1.1709, -2.5532, 2.4630)
C (1.5856, -3.7922, 2.9295)
C (1.1965, -4.2257, 4.1889)
C (0.3881, -3.4194, 4.9770)
C (-0.0193, -2.1745, 4.5189)
C (1.3902, 0.9589, 2.7861)
C (1.2767, 2.3026, 2.4155)
C (2.3758, 3.1454, 2.4930)
C (3.6018, 2.6509, 2.9301)
C (3.7195, 1.3180, 3.2960)
C (2.6170, 0.4713, 3.2255)
H (-4.5029, 1.2386, 4.4627)
H (-3.5824, 1.8376, 6.6866)
H (-1.1377, 1.6985, 7.0714)
H (0.3584, 0.9054, 5.2955)
H (1.4589, -2.2395, 1.4713)
H (2.2013, -4.4220, 2.2993)
H (1.5134, -5.1951, 4.5517)
H (0.0700, -3.7590, 5.9544)
H (-0.6591, -1.5690, 5.1464)
H (0.3206, 2.6914, 2.0773)
H (2.2755, 4.1894, 2.2209)
H (4.4586, 3.3100, 2.9979)
H (4.6692, 0.9323, 3.6457)
H (2.7178, -0.5673, 3.5162)
C (-0.6246, -1.8615, -0.4607)
C (-0.1596, -2.9736, -0.6534)
C (0.3883, -4.2812, -0.8390)
C (0.1588, -5.2694, 0.1215)
C (0.7033, -6.5330, -0.0444)
C (1.4745, -6.8182, -1.1624)
C (1.7024, -5.8402, -2.1204)
C (1.1629, -4.5745, -1.9635)
H (-0.4464, -5.0371, 0.9882)
H (0.5200, -7.2991, 0.6981)
H (1.8950, -7.8072, -1.2902)
H (2.2997, -6.0663, -2.9941)
H (1.3309, -3.8062, -2.7075)


The following is a DFT calculation (wB97M-V/def2-TZVPD) of a structure of composition C32H21ClGaIN2O8PS4.

Output
* HOMO: -5.18 eV
* charge: -1
* E_LUMO: 1.448 eV
* ΔE to the lowest compared entry with this formula, charge and spin: 0.0 kJ/mol

Positions of all 71 atoms, in Å:
Ga (1.1396, 0.9480, 1.1507)
S (2.3669, 2.6600, 0.2152)
S (3.3293, 3.2116, 1.9596)
S (1.7524, 3.4404, 3.2494)
S (1.1020, 1.4819, 3.4140)
Cl (1.2084, -3.1955, -0.9577)
C (1.3884, -2.6872, -2.6130)
C (1.7711, -3.6540, -3.5334)
C (1.8968, -3.3143, -4.8681)
C (1.6284, -2.0134, -5.2731)
C (1.2528, -1.0636, -4.3386)
C (1.1358, -1.3692, -2.9792)
P (0.5733, -0.1250, -1.7244)
C (-1.2231, -0.4042, -1.9153)
C (-1.8715, -1.0290, -0.8520)
C (-3.2250, -1.3252, -0.9310)
C (-3.9412, -0.9939, -2.0723)
C (-3.2997, -0.3766, -3.1379)
C (-1.9449, -0.0904, -3.0624)
C (0.9206, 1.4438, -2.5883)
C (2.2041, 1.6692, -3.0911)
C (2.5486, 2.9023, -3.6165)
C (1.6225, 3.9381, -3.6237)
C (0.3588, 3.7330, -3.0951)
C (0.0059, 2.4940, -2.5751)
H (1.9617, -4.6624, -3.1911)
H (2.1951, -4.0658, -5.5884)
H (1.7108, -1.7361, -6.3165)
H (1.0491, -0.0532, -4.6670)
H (-1.3096, -1.2692, 0.0434)
H (-3.7199, -1.8056, -0.0958)
H (-5.0003, -1.2137, -2.1312)
H (-3.8559, -0.1145, -4.0297)
H (-1.4514, 0.3933, -3.8973)
H (2.9450, 0.8783, -3.0589)
H (3.5500, 3.0626, -3.9974)
H (1.8968, 4.9086, -4.0192)
H (-0.3581, 4.5440, -3.0591)
H (-0.9651, 2.3697, -2.1144)
O (-1.8948, 3.1800, -0.1550)
C (-1.4587, 2.3859, 0.6564)
O (-0.5642, 1.4795, 0.4208)
C (-2.0604, 2.3427, 2.0425)
C (-2.1009, 1.1513, 2.7517)
C (-2.6715, 1.1436, 4.0098)
C (-3.1631, 2.2817, 4.6162)
C (-3.0933, 3.4493, 3.8816)
C (-2.5669, 3.5036, 2.6033)
N (-3.6213, 4.6863, 4.4913)
O (-4.1005, 4.6069, 5.6073)
O (-3.5447, 5.7117, 3.8461)
N (-2.7364, -0.1296, 4.7536)
O (-2.4025, -1.1419, 4.1709)
O (-3.1059, -0.0902, 5.9126)
H (-1.6853, 0.2456, 2.3346)
H (-3.5787, 2.2602, 5.6091)
H (-2.5417, 4.4305, 2.0502)
I (3.6703, -7.0717, 3.5541)
C (3.0693, -5.1696, 2.9354)
C (1.7404, -4.7973, 3.0779)
C (1.3463, -3.5348, 2.6624)
C (2.2751, -2.6608, 2.1119)
C (3.6037, -3.0432, 1.9823)
C (4.0080, -4.3036, 2.3932)
C (1.8459, -1.3164, 1.6463)
O (2.6730, -0.4887, 1.1838)
O (0.6225, -0.9785, 1.7210)
H (1.0210, -5.4818, 3.5063)
H (0.3170, -3.2148, 2.7599)
H (4.3092, -2.3441, 1.5535)
H (5.0407, -4.6084, 2.2912)